1.
C23H25BrCl2N4O3Pt | the ωB97M-V functional and the def2-TZVPD basis

HOMO energy ... -7.71 eV
ΔE to the lowest compared entry with this formula, charge and spin ... 0.000 eV

Structure (ORCA input):
```
! wB97M-V def2-TZVPD RIJCOSX def2/J DEFGRID3
* xyz 0 1
Pt 0.310 -0.891 -0.005
O 0.576 -1.162 1.969
C -0.357 -1.479 2.833
C -0.111 -1.157 4.185
C -1.006 -1.479 5.177
C -2.203 -2.130 4.875
C -2.475 -2.437 3.562
C -1.581 -2.123 2.531
C -1.929 -2.442 1.156
N -1.420 -1.898 0.062
C -2.043 -2.468 -1.029
C -2.959 -3.359 -0.587
N -2.876 -3.334 0.789
H 0.812 -0.640 4.413
H -0.779 -1.217 6.202
H -2.914 -2.370 5.653
H -3.420 -2.912 3.322
H -1.778 -2.187 -2.032
H -3.641 -4.002 -1.111
H -3.382 -3.923 1.425
Cl -0.192 3.885 -0.372
C -1.371 2.566 -0.224
Cl -1.189 1.689 1.298
H -1.183 1.861 -1.029
H -2.365 2.994 -0.262
C 2.492 0.902 1.063
C 4.007 1.196 1.150
N 4.714 0.638 0.000
C 4.079 1.119 -1.224
C 2.612 0.633 -1.319
N 2.236 -0.048 -0.053
C 3.119 -1.243 0.117
C 4.603 -0.817 0.036
H 1.923 1.806 0.840
H 2.092 0.460 1.972
H 4.438 0.767 2.056
H 4.185 2.272 1.173
H 4.656 0.757 -2.077
H 4.127 2.209 -1.226
H 2.469 -0.078 -2.130
H 1.922 1.463 -1.461
H 2.855 -1.951 -0.669
H 2.869 -1.680 1.083
H 5.071 -1.212 -0.866
H 5.161 -1.192 0.895
Br -0.719 1.361 -8.625
C -0.424 0.735 -6.861
C 0.160 -0.508 -6.672
C 0.368 -0.963 -5.380
C -0.004 -0.185 -4.290
C -0.585 1.061 -4.502
C -0.799 1.528 -5.789
C 0.217 -0.705 -2.896
O 0.734 -1.814 -2.750
O -0.153 0.076 -1.942
H 0.440 -1.111 -7.525
H 0.819 -1.928 -5.198
H -0.870 1.659 -3.648
H -1.254 2.493 -5.961
*
```

natural (NBO) atomic charge list, values in e, 2 entries:
1. Pt 0.970
2. O -0.737

---

2.
C15H17BrClN5O5S2 | the ωB97M-V functional and the def2-TZVPD basis

HOMO energy ... -8.87 eV
SMILES ... O=C(/N=c1/[nH]cc(Br)s1)NS(=O)(=O)c1cccc(Cl)c1.CNC(=O)CNC(C)=O

Structure (ORCA input):
```
! wB97M-V def2-TZVPD RIJCOSX def2/J DEFGRID3
* xyz 0 1
O -1.254 1.363 -0.599
O 3.909 -1.474 1.239
O 2.628 -0.390 -2.958
O -0.250 -1.390 -1.046
O -0.886 -2.556 0.979
Cl -5.184 -0.375 -3.549
Br 0.642 7.214 -0.825
N -0.174 2.019 1.312
S -0.177 4.098 -0.651
C -0.816 1.119 0.506
C 2.863 -0.889 1.480
C 2.810 -0.732 -1.793
C 0.052 3.224 0.869
C 0.468 5.553 0.104
C 0.823 5.360 1.417
C -5.243 -1.845 0.208
C -5.640 -1.395 -1.056
C -3.890 -1.845 0.557
C -3.333 -0.932 -1.621
C -4.687 -0.935 -1.972
C -2.929 -1.393 -0.358
N 0.610 4.041 1.819
N 3.023 -2.006 -1.444
N 2.279 -0.050 0.628
N -0.953 -0.081 1.088
C 2.160 -1.105 2.800
C 3.027 -3.132 -2.374
C 2.795 0.344 -0.693
S -1.169 -1.413 0.099
H 1.228 6.153 2.047
H -5.984 -2.201 0.918
H -6.690 -1.399 -1.334
H -3.584 -2.208 1.536
H -2.597 -0.567 -2.335
H 0.713 3.698 2.769
H 3.240 -2.184 -0.471
H 1.444 0.421 0.935
H -0.376 -0.249 1.890
H 1.266 -1.705 2.637
H 1.902 -0.145 3.242
H 2.834 -1.643 3.467
H 3.330 -4.042 -1.856
H 2.025 -3.265 -2.788
H 3.722 -2.932 -3.191
H 2.202 1.180 -1.063
H 3.822 0.690 -0.568
*
```

natural (NBO) atomic charge list, values in e, 2 entries:
1. O -0.626
2. O -0.657

---

3.
C10H30BrO5 | the ωB97M-V functional and the def2-TZVPD basis

HOMO energy ... -5.70 eV
ΔE to the lowest compared entry with this formula, charge and spin ... 0.319 eV

Structure (ORCA input):
```
! wB97M-V def2-TZVPD RIJCOSX def2/J DEFGRID3
* xyz -1 1
Br 0.899 -1.331 -0.532
C -1.542 3.567 0.197
C -0.859 2.358 -0.398
O -0.177 1.664 0.632
H -2.265 4.017 -0.484
H -0.796 4.292 0.524
H -2.118 3.275 1.080
H -0.154 2.676 -1.174
H -1.572 1.666 -0.860
H 0.099 0.798 0.279
C -4.486 -1.460 -0.556
C -3.115 -0.879 -0.291
O -2.324 -0.953 -1.471
H -4.984 -0.866 -1.327
H -5.108 -1.361 0.338
H -4.426 -2.506 -0.847
H -2.600 -1.399 0.524
H -3.193 0.166 0.040
H -1.393 -1.038 -1.190
C 4.220 1.462 0.595
C 3.709 0.532 1.651
O 4.802 -0.349 2.003
H 3.424 2.065 0.155
H 4.639 0.885 -0.231
H 4.987 2.136 0.981
H 2.872 -0.098 1.339
H 3.363 1.080 2.537
H 4.482 -0.976 2.656
C -1.796 -3.990 3.176
C -0.508 -3.302 2.746
O -0.762 -1.987 2.330
H -2.438 -4.222 2.328
H -2.324 -3.391 3.919
H -1.532 -4.936 3.659
H -0.090 -3.897 1.925
H 0.206 -3.346 3.579
H -0.038 -1.729 1.729
C 0.665 1.394 -3.986
C 2.111 1.305 -3.519
O 2.216 1.402 -2.116
H 0.188 2.361 -3.827
H 0.030 0.645 -3.504
H 0.585 1.181 -5.061
H 2.650 2.118 -4.013
H 2.601 0.373 -3.824
H 1.851 0.596 -1.712
*
```

natural (NBO) atomic charge list, values in e, 2 entries:
1. Br -0.886
2. C -0.623

---

4.
C2H4N2O2S | the ωB97M-V functional and the def2-TZVPD basis

HOMO energy ... -10.02 eV
ΔE to the lowest compared entry with this formula, charge and spin ... 5.452 eV

Structure (ORCA input):
```
! wB97M-V def2-TZVPD RIJCOSX def2/J DEFGRID3
* xyz 0 1
C -2.687 1.608 0.133
C 0.318 -2.016 -0.275
N -2.229 2.692 0.113
N 1.432 0.389 0.264
O 1.458 1.573 0.567
O 2.325 -0.384 0.110
S -0.149 -0.340 0.308
H -0.112 -2.061 -1.394
H -0.044 -2.953 0.207
H 1.442 -2.091 -0.178
H -1.752 3.584 0.145
*
```

natural (NBO) atomic charge list, values in e, 2 entries:
1. C 0.288
2. C -0.818

---

5.
H12O6 | the ωB97M-V functional and the def2-TZVPD basis

HOMO energy ... -11.17 eV
SMILES ... O.O.O.O.O.O
ΔE to the lowest compared entry with this formula, charge and spin ... 1.232 eV

Structure (ORCA input):
```
! wB97M-V def2-TZVPD RIJCOSX def2/J DEFGRID3
* xyz 0 1
O 16.042 15.663 1.863
H 16.135 16.310 2.572
H 15.464 14.970 2.221
O 9.794 16.726 4.681
H 9.109 17.361 4.450
H 9.604 15.947 4.133
O 11.304 11.964 1.055
H 11.929 11.283 1.324
H 11.766 12.808 1.191
O 8.869 14.352 3.236
H 8.121 14.209 2.646
H 9.518 13.683 2.973
O 11.950 14.777 1.797
H 12.833 14.755 2.190
H 11.446 15.382 2.358
O 15.166 13.007 2.692
H 15.539 13.048 3.582
H 14.697 12.165 2.660
*
```

natural (NBO) atomic charge list, values in e, 2 entries:
1. O -0.945
2. H 0.463

---

6.
C30H68B2NO17P2 | the ωB97M-V functional and the def2-TZVPD basis

HOMO energy ... -4.36 eV
ΔE to the lowest compared entry with this formula, charge and spin ... 4.908 eV

Structure (ORCA input):
```
! wB97M-V def2-TZVPD RIJCOSX def2/J DEFGRID3
* xyz -1 1
C -2.280 -0.872 2.630
C -3.233 -0.093 1.724
O -3.653 1.135 2.350
P -3.656 2.471 1.461
O -4.690 2.440 0.384
C -2.005 2.780 0.844
C -0.805 2.356 1.713
B -0.266 3.464 2.807
P 0.516 2.519 4.280
O 1.047 3.278 5.475
B 0.968 4.484 2.211
N 1.683 5.469 3.025
O 1.396 4.449 0.853
O -3.882 3.583 2.579
C -5.177 3.721 3.184
C -6.071 4.693 2.408
H -1.268 -0.894 2.219
H -2.635 -1.891 2.791
H -2.218 -0.360 3.595
H -2.774 0.113 0.755
H -4.137 -0.678 1.523
H -1.985 3.858 0.628
H -1.988 2.265 -0.127
H -1.053 1.413 2.214
H 0.019 2.131 1.027
H -1.133 4.167 3.304
H 1.512 1.642 3.757
H -0.421 1.525 4.701
H 1.518 5.274 4.010
H 1.362 6.414 2.849
H 0.675 4.678 0.266
H -4.984 4.137 4.175
H -5.655 2.748 3.335
H -6.013 5.689 2.856
H -7.108 4.349 2.410
H -5.726 4.762 1.373
O 1.161 -0.170 0.264
C 2.260 0.232 -0.009
O 2.695 1.372 0.543
C 4.023 1.875 0.408
C 4.186 2.694 -0.854
C 3.098 -0.470 -1.054
H 4.753 1.065 0.480
H 4.154 2.514 1.281
H 4.039 2.087 -1.750
H 5.186 3.129 -0.895
H 3.450 3.498 -0.853
H 2.787 -0.090 -2.028
H 2.895 -1.535 -1.012
H 4.171 -0.329 -0.954
O 4.782 -2.552 -2.597
C 4.168 -2.711 -3.621
O 4.832 -2.678 -4.785
C 4.232 -3.037 -6.038
C 3.505 -1.873 -6.674
C 2.662 -2.846 -3.595
H 3.587 -3.908 -5.910
H 5.073 -3.336 -6.660
H 2.668 -1.535 -6.062
H 3.118 -2.162 -7.651
H 4.193 -1.038 -6.802
H 2.231 -1.846 -3.545
H 2.391 -3.382 -2.688
H 2.239 -3.375 -4.445
O 7.413 -2.334 -6.232
C 8.085 -2.987 -5.483
O 8.798 -4.018 -5.997
C 9.738 -4.759 -5.213
C 9.079 -5.875 -4.431
C 8.079 -2.738 -3.996
H 10.308 -4.091 -4.566
H 10.435 -5.168 -5.944
H 8.369 -5.487 -3.702
H 9.832 -6.458 -3.899
H 8.540 -6.538 -5.108
H 7.224 -3.259 -3.565
H 7.924 -1.675 -3.839
H 8.985 -3.044 -3.480
O -7.770 4.782 5.692
C -7.303 5.235 6.698
O -5.963 5.373 6.765
C -5.289 6.030 7.841
C -5.020 5.095 9.001
C -8.150 5.576 7.902
H -5.837 6.922 8.151
H -4.350 6.366 7.403
H -5.946 4.732 9.449
H -4.444 5.610 9.771
H -4.449 4.233 8.658
H -8.286 4.668 8.489
H -9.122 5.902 7.542
H -7.734 6.348 8.543
O -1.933 -4.381 -3.769
C -1.229 -5.100 -3.110
O -0.533 -6.072 -3.745
C 0.470 -6.853 -3.086
C -0.116 -8.035 -2.343
C -1.163 -5.002 -1.607
H 1.081 -6.224 -2.436
H 1.117 -7.200 -3.891
H -0.775 -7.714 -1.538
H 0.681 -8.641 -1.912
H -0.696 -8.655 -3.027
H -1.984 -5.585 -1.189
H -1.308 -3.970 -1.306
H -0.227 -5.352 -1.178
O -2.902 -2.750 -0.109
C -3.126 -1.833 -0.862
O -2.916 -0.593 -0.408
C -3.031 0.592 -1.209
C -4.445 1.126 -1.220
C -3.676 -2.070 -2.247
H -2.639 0.413 -2.212
H -2.370 1.309 -0.724
H -5.137 0.418 -1.684
H -4.484 2.063 -1.776
H -4.770 1.317 -0.197
H -4.762 -2.142 -2.174
H -3.274 -3.017 -2.601
H -3.420 -1.300 -2.971
*
```

Mulliken atomic charge list, values in e, 2 entries:
1. C -1.571
2. C 0.499

---

7.
C50H55CsN3OS2Te | the ωB97M-V functional and the def2-TZVPD basis

Expectation value of S² ... 0.76
HOMO energy (spin up / spin down) ... -0.51 / -0.51 eV
ΔE to the lowest compared entry with this formula, charge and spin ... 0.000 eV

Structure (ORCA input):
```
! wB97M-V def2-TZVPD RIJCOSX def2/J DEFGRID3
* xyz -2 2
Cs 0.207 -0.028 -1.267
S -0.551 1.768 1.590
C -1.996 2.123 0.786
N -2.452 1.662 -0.357
C -3.665 2.218 -0.692
C -4.386 1.909 -1.847
C -5.606 2.521 -2.078
C -6.131 3.440 -1.170
C -5.431 3.754 -0.012
C -4.207 3.147 0.221
S -3.103 3.310 1.547
H -3.976 1.186 -2.541
H -6.165 2.278 -2.975
H -7.091 3.905 -1.362
H -5.840 4.461 0.700
C -4.250 -0.629 1.963
C -3.436 -1.897 1.859
C -3.873 -3.076 2.487
C -3.074 -4.206 2.391
C -3.505 -5.489 3.063
C -1.873 -4.193 1.690
C -1.379 -3.020 1.023
C -2.253 -1.884 1.166
N -0.283 -2.812 0.294
C 0.804 -3.726 0.019
C 0.823 -5.149 0.622
C 2.076 -5.929 0.195
C 2.111 -6.062 -1.328
C 2.137 -4.667 -1.956
C 3.386 -3.916 -1.481
C 3.363 -3.802 0.045
C 3.335 -5.199 0.665
C 2.111 -3.036 0.475
C 0.891 -3.890 -1.517
H -5.183 -0.804 2.505
H -4.498 -0.231 0.977
H -3.692 0.150 2.489
H -4.807 -3.098 3.041
H -4.479 -5.374 3.543
H -2.787 -5.797 3.829
H -3.579 -6.310 2.343
H -1.329 -5.123 1.669
H -1.932 -0.949 0.719
H -0.061 -5.700 0.291
H 0.788 -5.089 1.714
H 2.040 -6.929 0.647
H 1.226 -6.609 -1.673
H 2.993 -6.639 -1.636
H 2.151 -4.752 -3.049
H 3.403 -2.914 -1.919
H 4.296 -4.439 -1.807
H 4.252 -3.265 0.381
H 3.334 -5.122 1.759
H 4.232 -5.764 0.378
H 2.136 -2.028 0.050
H 2.078 -2.916 1.565
H -0.027 -4.376 -1.863
H 0.914 -2.891 -1.957
C 7.680 5.635 2.361
C 6.878 4.659 1.542
C 5.492 4.662 1.574
C 4.735 3.756 0.835
C 3.233 3.828 0.934
C 5.384 2.804 0.034
Te 4.168 1.419 -1.089
N 2.753 -0.435 -2.429
C 2.136 -0.640 -3.553
O 0.948 -1.066 -3.668
C 2.901 -0.382 -4.834
C 2.785 -1.312 -5.862
C 3.465 -1.125 -7.055
C 4.251 0.007 -7.241
C 4.354 0.945 -6.224
C 3.688 0.747 -5.021
C 5.195 -0.279 -0.329
C 5.907 -1.137 -1.171
C 5.933 -1.008 -2.670
C 6.641 -2.182 -0.607
C 6.690 -2.392 0.759
C 7.491 -3.521 1.349
C 5.945 -1.549 1.575
C 5.181 -0.510 1.058
C 4.351 0.305 2.013
C 6.787 2.809 -0.029
C 7.556 1.842 -0.890
C 7.507 3.729 0.727
H 7.027 6.291 2.936
H 8.313 6.262 1.728
H 8.336 5.116 3.064
H 4.978 5.386 2.199
H 2.931 4.603 1.638
H 2.798 2.882 1.260
H 2.770 4.054 -0.029
H 2.143 -2.169 -5.706
H 3.380 -1.862 -7.846
H 4.779 0.156 -8.175
H 4.957 1.834 -6.363
H 3.789 1.465 -4.215
H 5.595 -0.029 -3.005
H 5.267 -1.746 -3.123
H 6.943 -1.184 -3.048
H 7.186 -2.848 -1.269
H 7.770 -4.245 0.583
H 6.918 -4.046 2.115
H 8.409 -3.155 1.816
H 5.923 -1.729 2.645
H 4.334 -0.168 2.995
H 3.322 0.392 1.657
H 4.744 1.317 2.127
H 7.017 1.621 -1.812
H 7.708 0.890 -0.376
H 8.535 2.253 -1.144
H 8.593 3.717 0.669
*
```

Mulliken atomic charge list, values in e, 2 entries:
1. Cs 1.083
2. S -0.295

---

8.
C7H12F2N2Si | the ωB97M-V functional and the def2-TZVPD basis

HOMO energy ... -8.38 eV
ΔE to the lowest compared entry with this formula, charge and spin ... 3.060 eV

Structure (ORCA input):
```
! wB97M-V def2-TZVPD RIJCOSX def2/J DEFGRID3
* xyz 0 1
C -1.129 -2.543 2.550
C -0.186 -1.572 2.509
C -1.826 -1.074 1.117
C 1.132 -1.030 -1.292
C 1.763 2.068 -1.564
C -1.210 1.157 -1.635
C 0.345 1.044 0.934
N -2.153 -2.201 1.676
N -0.633 -0.633 1.617
F -0.378 2.018 1.411
F 1.513 0.947 1.565
Si 0.523 0.708 -1.025
H -1.248 -3.298 3.260
H 0.731 -1.263 3.065
H -2.392 -0.613 0.264
H 0.987 -1.252 -2.364
H 2.157 -1.227 -1.071
H 0.536 -1.709 -0.667
H 2.236 2.398 -0.713
H 2.640 1.707 -2.231
H 1.404 2.984 -2.125
H -1.865 0.895 -0.906
H -1.538 2.166 -2.012
H -1.409 0.323 -2.364
*
```

natural (NBO) atomic charge list, values in e, 2 entries:
1. C -0.124
2. C -0.129

---

9.
C20H25N4S2 | the ωB97M-V functional and the def2-TZVPD basis

HOMO energy ... -9.93 eV

Structure (ORCA input):
```
! wB97M-V def2-TZVPD RIJCOSX def2/J DEFGRID3
* xyz 1 1
C 1.430 -5.654 0.586
C 1.607 -5.204 -0.750
C 0.752 -4.226 -1.277
C -0.239 -3.636 -0.497
C -0.958 -2.402 -0.940
S -2.590 -2.288 -0.286
C -3.507 -1.752 -1.805
C -2.517 -1.308 -2.877
S -0.866 -2.094 -2.633
C -0.485 -4.179 0.789
C 0.371 -5.130 1.311
H 2.109 -6.404 1.001
H 2.402 -5.624 -1.350
H 0.894 -3.922 -2.330
H -4.117 -2.609 -2.176
H -4.179 -0.929 -1.504
H -2.860 -1.609 -3.887
H -2.372 -0.212 -2.868
H -1.345 -3.820 1.369
H 0.201 -5.496 2.346
C -1.812 1.107 3.316
N -0.986 1.885 2.416
C -0.331 3.008 3.040
C 0.274 3.971 2.056
N 0.884 3.314 0.939
C 1.932 4.024 0.270
C 2.087 3.612 -1.171
N 1.924 2.197 -1.382
C 2.341 1.752 -2.695
C 1.018 1.468 -0.650
C 0.600 0.149 -1.007
N -0.301 -0.531 -0.278
C -0.895 0.047 0.784
C -0.475 1.319 1.273
C 0.490 2.082 0.534
H -2.616 0.608 2.773
H -1.249 0.342 3.868
H -2.255 1.801 4.017
H -1.092 3.506 3.621
H 0.439 2.653 3.739
H -0.515 4.664 1.699
H 1.060 4.554 2.557
H 1.681 5.092 0.314
H 2.893 3.860 0.798
H 1.383 4.175 -1.797
H 3.086 3.847 -1.511
H 2.629 0.700 -2.683
H 1.568 1.881 -3.468
H 3.210 2.338 -2.968
H 0.953 -0.369 -1.900
H -1.657 -0.558 1.275
*
```

natural (NBO) atomic charge list, values in e, 2 entries:
1. C -0.166
2. C -0.197